# C2H7HoO3

C2H7HoO3 as an isolated structure in a non-equilibrium geometry (ωB97M-V/def2-TZVPD, the Open Molecules 2025 dataset).

Geometry as XYZ:
```
13
Properties=species:S:1:pos:R:3:forces:R:3:mulliken_charge:R:1
O -0.7572 1.3567 0.3297 0.20 -2.87 0.94 -0.271
Ho -0.4394 3.4813 -0.4552 -0.09 -0.12 0.04 0.561
H 0.0567 0.8821 0.7187 -1.22 0.71 -0.69 0.414
C -1.8553 0.2471 0.2619 -0.99 2.28 -0.47 -0.604
H -2.7396 0.8635 0.0491 0.22 -0.19 -0.32 0.315
H -1.7192 -0.4324 -0.5900 0.52 0.20 0.62 0.314
H -2.1607 -0.1977 1.2180 1.27 -0.02 -0.11 0.298
O 0.2821 -1.6301 0.9699 2.61 2.58 -0.75 -0.139
C 1.8950 -0.9293 -0.5495 0.65 -0.73 -1.41 -0.462
O 1.2554 -0.6176 0.6598 -3.19 -2.23 1.44 -0.219
H 1.1966 -1.2754 -1.3295 0.01 0.25 0.48 0.271
H 2.3718 -0.0018 -0.8989 0.05 -0.37 0.28 0.265
H 2.6139 -1.7465 -0.3841 -0.04 0.50 -0.03 0.256
```
Forces are in eV/Å.

## Properties
energy relative to the best compared isomer or geometry (same formula, charge and spin): 404.5 kJ/mol
molar mass: 244.01 g mol⁻¹
2S+1: 6
orbital gap (alpha / beta): 0.2572 / 0.2295 hartree
net charge: +1

# C40H84BF4N5O5

A 6-piece molecular cluster, C40H84BF4N5O5 overall in a non-equilibrium geometry (ωB97M-V/def2-TZVPD, the Open Molecules 2025 dataset).

Geometry as XYZ:
```
139
Properties=species:S:1:pos:R:3:forces:R:3:mulliken_charge:R:1
C 2.7478 -0.8742 -10.8542 1.13 -1.05 0.37 -1.373
C 2.1983 0.3287 -11.5431 -1.61 -0.33 -0.53 0.291
C 1.9282 1.5633 -10.7061 2.01 0.31 -0.73 -0.712
O 1.6991 2.5706 -11.6982 -0.38 0.55 2.01 -0.435
C 1.6866 3.9128 -11.0907 -0.10 -0.66 -1.89 -0.753
N 3.0561 0.7573 -12.7200 -0.85 1.44 0.82 -0.262
H 2.6116 1.6963 -12.9696 0.33 -1.07 -0.24 0.415
H 4.0125 0.9964 -12.4725 0.28 -0.29 0.23 0.347
H 3.0516 0.0463 -13.4274 -0.01 -0.18 -0.77 0.344
H 2.7124 -1.7421 -11.5230 -0.26 0.07 0.10 0.412
H 2.1579 -1.1371 -9.9500 0.50 0.31 -0.54 0.346
H 3.8445 -0.8013 -10.6225 -1.00 0.30 0.23 0.359
H 1.2028 0.0670 -12.0062 1.03 0.20 0.21 0.247
H 2.8345 1.8015 -10.1041 -0.22 0.12 -0.36 0.378
H 1.1684 1.3865 -9.9641 -0.88 0.08 -0.12 0.455
H 2.6447 4.1055 -10.6468 0.32 -0.05 0.76 0.378
H 0.8170 4.0393 -10.4494 0.18 0.01 0.06 0.280
H 1.6552 4.5528 -11.9689 -0.43 0.28 0.19 0.284
C -2.4761 5.3782 3.0376 -0.01 1.08 -0.13 -1.495
C -1.6351 6.5217 2.3017 -1.45 -2.05 0.34 1.068
C -0.1721 6.1313 2.1395 -0.90 -0.52 -0.81 -1.484
C 0.0179 4.9551 1.2030 0.10 0.27 -1.37 1.082
C -0.4601 5.3585 -0.2076 0.30 -0.31 -0.01 -1.823
C -1.8824 5.8453 -0.3976 0.02 -2.12 0.94 1.310
N -2.3734 6.5449 0.9257 1.59 0.94 -0.88 0.974
O -3.3348 7.1971 0.7914 -0.74 0.34 0.58 -0.364
C -2.7718 4.5538 -0.4708 -0.43 0.47 -0.82 -1.344
C -2.0843 6.7389 -1.6002 -0.07 0.60 0.07 -1.609
C -1.7515 7.8138 3.1077 0.85 -0.01 -1.42 -1.532
H -1.9511 5.3988 4.0075 -0.64 -0.57 -0.15 0.450
H -2.5152 4.3717 2.5765 0.38 0.64 0.29 0.169
H -3.5197 5.7727 3.1332 0.86 -0.43 0.17 0.509
H 0.1293 5.8997 3.1288 0.52 -0.27 1.01 0.617
H 0.3941 6.9852 1.8197 0.38 0.50 -0.27 0.490
H -0.5300 4.0517 1.5208 0.56 0.29 0.07 -0.741
H 1.0951 4.7641 1.0117 -0.61 -0.28 0.74 0.145
H -0.3060 4.5410 -0.9000 -0.36 -0.64 0.02 0.605
H 0.2008 6.0485 -0.6639 0.88 1.36 0.10 0.558
H -2.5278 3.8840 0.3650 -0.53 0.26 -0.09 0.163
H -2.5651 3.9337 -1.3958 -0.03 1.11 0.86 0.405
H -3.8189 4.9338 -0.5363 0.50 -0.87 0.37 0.444
H -3.1324 6.7765 -1.8681 -0.24 0.13 -0.03 0.408
H -1.5732 6.2431 -2.4397 0.03 0.34 0.32 0.381
H -1.7304 7.7890 -1.4630 -0.01 -0.90 -0.12 0.406
H -1.4810 8.5595 2.3508 -0.18 0.59 0.63 0.447
H -0.9391 7.7866 3.8576 -0.54 0.05 -0.30 0.389
H -2.7059 8.0150 3.5678 -0.24 0.00 -0.05 0.366
C -4.8231 0.3395 3.8353 -2.00 -0.76 1.51 -1.488
C -4.2183 0.4080 5.2780 -1.57 0.29 -0.49 1.120
C -5.3161 -0.1161 6.2997 1.52 -0.41 1.15 -1.127
C -5.5068 -1.6559 6.4083 0.70 0.36 0.39 -0.741
C -4.1439 -2.3540 6.7360 -0.07 2.66 1.11 -1.147
C -3.1210 -2.1161 5.6114 0.67 -0.01 -0.78 1.059
N -3.0323 -0.4572 5.3163 0.14 -4.02 1.48 0.853
O -1.9152 -0.1358 5.2203 0.14 1.87 -0.43 -0.216
C -3.4137 -2.6530 4.1777 -0.33 0.54 -0.27 -1.044
C -1.6752 -2.5727 5.9950 -0.72 -0.51 0.12 -1.528
C -3.7409 1.7994 5.4933 2.07 0.35 -0.34 -1.410
H -5.6586 1.0846 3.8042 0.87 -0.46 0.12 0.483
H -5.3303 -0.6415 3.8090 0.31 0.52 -0.74 0.412
H -4.1486 0.5214 3.0380 0.79 -0.02 -0.62 0.162
H -6.2689 0.3497 6.0763 0.03 0.26 -0.25 0.440
H -4.9930 0.2377 7.3088 -0.32 -0.06 -0.64 0.386
H -5.7887 -1.9987 5.4382 -0.69 -0.52 -0.63 0.394
H -6.3470 -1.8590 7.1243 1.03 0.01 -0.58 0.420
H -4.1957 -3.3538 7.1183 -0.19 -0.92 -0.67 0.514
H -3.7239 -1.8517 7.6650 -0.31 -0.20 -0.97 0.342
H -4.4249 -2.3457 3.7927 0.94 -0.77 0.55 0.287
H -3.3030 -3.7625 4.2300 -0.18 0.89 -0.31 0.425
H -2.6878 -2.1837 3.4428 -0.54 -0.79 0.89 0.175
H -1.6977 -3.6767 6.1608 -0.16 0.68 -0.64 0.421
H -1.3326 -2.2395 6.9623 -0.15 0.66 0.36 0.465
H -0.9136 -2.2937 5.2597 -0.36 -0.30 0.00 0.308
H -3.2846 1.9493 6.4816 -0.06 -0.03 -0.27 0.457
H -4.5130 2.5105 5.3537 -0.94 0.53 -0.02 0.476
H -2.9843 1.9705 4.6766 -0.58 0.22 1.05 0.139
C 3.3344 -4.6459 -3.1119 -0.78 2.15 -0.47 -1.626
C 2.0548 -5.4023 -3.2544 -1.79 -1.21 -1.26 0.911
C 2.2954 -6.9179 -3.5639 0.81 0.62 0.78 -0.971
C 1.0903 -7.7430 -3.3113 -2.15 -0.32 -0.56 -0.711
C 0.6592 -7.6570 -1.8086 1.18 0.06 -1.40 -1.015
C 0.2251 -6.2198 -1.3795 -0.33 -0.75 -1.32 1.257
N 1.1471 -5.1552 -1.9820 3.00 -1.47 0.69 0.856
O 1.3983 -4.1918 -1.3435 -0.61 -0.05 -0.54 -0.248
C 0.1700 -6.1068 0.1031 -0.43 2.24 0.32 -1.540
C -1.0983 -5.8017 -1.9705 -0.90 0.51 -0.09 -1.676
C 1.1451 -4.7541 -4.4157 0.78 -0.91 0.41 -1.476
H 3.0785 -3.5588 -3.2014 0.59 -0.73 0.21 0.376
H 3.9262 -4.8897 -3.9756 0.33 -0.16 -0.38 0.407
H 3.9368 -4.7893 -2.2321 -0.06 -0.40 0.47 0.441
H 3.1003 -7.3443 -2.9396 -0.11 0.51 0.08 0.352
H 2.7220 -6.9975 -4.5785 -0.55 0.26 0.21 0.535
H 1.2770 -8.7645 -3.6826 -0.09 0.17 0.72 0.407
H 0.2068 -7.4294 -3.9385 0.86 -0.08 0.43 0.287
H 1.5598 -7.9694 -1.2335 -0.87 0.05 0.07 0.344
H -0.1882 -8.3466 -1.6855 0.30 0.32 0.47 0.438
H 1.0672 -6.5007 0.5051 0.71 -0.57 0.79 0.447
H -0.7202 -6.6889 0.3463 0.30 0.13 0.61 0.431
H 0.0928 -5.0116 0.4414 -0.32 -1.73 -0.38 0.329
H -1.1121 -4.7143 -2.0160 -0.51 0.07 0.03 0.420
H -1.9407 -6.1486 -1.3855 0.04 0.05 0.52 0.465
H -1.3207 -6.1923 -2.9353 0.28 -0.22 -1.00 0.344
H 1.7100 -4.8695 -5.3614 -0.29 0.21 0.56 0.371
H 1.1548 -3.7455 -4.0693 -0.46 1.11 -0.52 0.542
H 0.0985 -5.1102 -4.5873 1.05 0.00 0.55 0.302
C 2.0921 0.2852 5.2482 0.30 2.29 -1.11 -1.554
C 2.8232 -0.2073 4.0645 0.47 -3.64 -2.39 0.960
C 2.0392 -1.4344 3.3633 0.62 1.34 0.22 -0.672
C 2.5379 -1.7485 1.9261 -0.24 -1.42 1.13 -0.604
C 2.4518 -0.4966 1.0602 0.84 -1.08 -0.21 -1.182
C 3.3174 0.6905 1.5736 0.18 -1.56 0.77 1.790
N 3.1756 0.8720 3.1169 -2.23 -1.19 0.03 1.139
O 3.3118 1.9164 3.6151 0.65 1.56 -0.36 -0.415
C 2.8409 1.9583 0.9851 0.09 -0.37 -1.53 -1.748
C 4.8697 0.4441 1.4559 -2.48 0.29 -0.97 -1.733
C 4.2326 -0.7378 4.4218 -0.07 2.72 1.26 -1.695
H 2.8025 0.9903 5.7021 -0.95 0.11 0.46 0.512
H 1.9413 -0.5242 5.8863 -0.39 -1.30 1.17 0.441
H 1.1373 0.7299 4.8864 0.64 -0.10 0.68 0.134
H 0.9901 -1.1346 3.3066 -0.02 -0.13 0.03 -0.203
H 2.1649 -2.2325 4.1259 -0.16 0.18 -0.82 0.755
H 1.8596 -2.5230 1.4920 0.30 0.61 0.30 0.093
H 3.5189 -2.2973 1.9678 -0.53 0.97 -0.18 0.333
H 1.3917 -0.2726 0.9093 0.24 0.50 0.34 0.029
H 2.8052 -0.8267 0.0570 0.16 0.75 0.45 0.565
H 1.7557 2.0330 1.0824 0.36 0.25 -0.17 0.155
H 3.1695 1.8785 -0.0677 -0.47 0.33 0.28 0.464
H 3.3735 2.7532 1.4253 0.38 1.32 0.35 0.625
H 5.0744 -0.5961 1.5517 0.44 -0.64 0.50 0.426
H 5.3115 1.1015 2.1614 1.10 0.33 0.37 0.437
H 5.0812 0.7046 0.4383 0.55 0.39 -0.47 0.486
H 4.1504 -1.6076 4.9878 -0.10 -1.62 0.73 0.448
H 4.6411 0.0408 5.0842 0.05 -0.26 0.18 0.445
H 4.9833 -0.7827 3.6828 0.35 -0.59 -1.24 0.443
B -0.8047 1.2187 2.1543 -0.61 -2.46 -0.43 -0.036
F -1.8106 1.8799 2.8893 1.13 0.12 -0.23 -0.183
F -1.1064 -0.2543 2.2941 0.10 1.59 -0.33 -0.456
F -0.8679 1.6151 0.7953 0.26 -0.15 1.03 -0.261
F 0.5487 1.2649 2.6246 -0.98 0.88 0.21 0.035
```
Forces are in eV/Å.

## Properties
molar mass: 801.95 g mol⁻¹
2S+1: 1
orbital gap: 0.2939 hartree
net charge: +4

# C2H8NO

A 2-piece molecular cluster, C2H8NO overall (ωB97M-V/def2-TZVPD, the Open Molecules 2025 dataset).

Geometry as XYZ:
```
12
Properties=species:S:1:pos:R:3:forces:R:3:mulliken_charge:R:1
O -0.1010 0.8036 -2.0232 -0.18 0.17 -0.16 -1.080
H -0.5001 1.4600 -2.6099 0.06 -0.20 0.10 0.113
C 1.1952 -0.5600 0.1993 0.25 0.30 0.14 -0.679
N -0.2313 -0.8958 0.2572 0.13 0.39 -0.11 -0.577
C -0.9820 0.1632 0.9308 -0.27 -0.77 -0.03 -0.786
H 1.4259 0.1518 -0.6006 -0.20 -0.43 -0.44 0.257
H 1.5216 0.0167 1.0736 -0.06 -0.59 0.47 0.269
H 1.7394 -1.5070 0.1061 0.35 0.35 0.03 0.230
H -0.4850 -0.7754 -0.7244 -0.25 -0.02 -0.19 0.380
H -0.5078 0.3449 1.8885 0.35 0.63 0.13 0.324
H -1.9514 -0.2270 1.2317 -0.46 -0.07 -0.23 0.266
H -1.1235 1.0250 0.2710 0.28 0.24 0.29 0.283
```
Forces are in eV/Å.

## Properties
energy relative to the best compared isomer or geometry (same formula, charge and spin): 72.6 kJ/mol
molar mass: 62.09 g mol⁻¹
2S+1: 1
orbital gap: 0.2699 hartree
net charge: -1

# C3H4N2S2

C3H4N2S2 as an isolated structure in a non-equilibrium geometry (ωB97M-V/def2-TZVPD, the Open Molecules 2025 dataset).

Geometry as XYZ:
```
11
Properties=species:S:1:pos:R:3:forces:R:3:mulliken_charge:R:1
C -0.6102 0.1365 0.2442 -0.37 -3.01 0.07 -0.468
C -1.7420 -0.6116 0.4764 -1.43 0.95 -0.13 -0.229
C 0.3673 -0.6606 -0.4321 -0.02 0.54 0.09 0.643
N 0.0027 -1.8608 -0.8486 -0.14 0.59 0.30 -0.435
N 1.6408 -0.1908 -0.7392 2.63 -0.33 1.02 -0.635
S -1.5445 -2.0777 -0.3914 -0.44 -0.33 0.47 0.085
S 3.1574 -0.3357 0.8731 -2.53 0.03 -2.09 -0.120
H -0.2511 0.9629 0.7322 0.13 2.26 1.00 0.358
H -2.7399 -0.3305 1.0104 2.18 -0.61 -1.10 0.307
H 1.6683 0.8200 -0.8792 -0.08 -0.26 0.43 0.327
H 2.9562 -1.6657 0.9303 0.05 0.17 -0.08 0.168
```
Forces are in eV/Å.

## Properties
energy relative to the best compared isomer or geometry (same formula, charge and spin): 272.6 kJ/mol
molar mass: 132.21 g mol⁻¹
2S+1: 1
orbital gap: 0.2876 hartree
net charge: 0